The following is a DFT calculation (ωB97M-V with the def2-TZVPD basis set) of an isolated molecule of C5H8O.

Last column: Löwdin charge in e.
Element x y z (Å)
C 0.71 -0.60 -2.04  -0.12
O 1.74 -0.03 -1.27  -0.19
C 1.29 0.96 -0.37  -0.24
C 0.21 0.52 0.53  -0.01
C -0.68 0.13 1.25  -0.08
C -1.73 -0.35 2.15  -0.11
H 0.11 0.16 -2.57  0.09
H 1.19 -1.25 -2.78  0.09
H 0.03 -1.20 -1.42  0.08
H 2.17 1.23 0.23  0.13
H 0.97 1.86 -0.91  0.12
H -1.62 -1.42 2.33  0.08
H -1.67 0.16 3.12  0.08
H -2.73 -0.18 1.74  0.08

Calculated values
Kohn-Sham gap: 10.54 eV
HOMO energy: -9.6 eV
total energy: -7359.8306 eV
net charge: 0
E_LUMO: 0.962 eV
ΔE to the lowest compared entry with this formula, charge and spin: 55.91 kcal per mole